Density functional theory data (wB97M-V/def2-TZVPD) for 2 unconnected molecules or ions with the total composition C4H12.

Results
- Kohn-Sham gap (hartree) = 0.46148
- ΔE to the lowest compared entry with this formula, charge and spin (eV) = 0.4094
- F_max (eV Å⁻¹) = 1.838
- structure (SMILES) = CC.CC
- total energy (Eh) = -159.56993

Last column: Löwdin charge in e.
CARTESIAN COORDINATES (ANGSTROEM)
C: 0.21005 2.23737 0.98855  -0.143
C: 0.75896 1.59142 -0.33471  -0.157
H: 0.84953 3.07153 1.25141  0.053
H: -0.79292 2.60019 0.74937  0.063
H: 0.17487 1.51882 1.78889  0.049
H: 0.55305 2.26589 -1.15844  0.061
H: 0.18232 0.70139 -0.50142  -0.009
H: 1.80890 1.29340 -0.25672  0.070
C: -0.32601 -1.43043 0.29010  -0.167
C: -0.65503 -2.35946 -0.89060  -0.156
H: 0.75173 -1.40856 0.44447  0.076
H: -0.66318 -0.44771 0.02748  0.019
H: -0.81129 -1.80629 1.17072  0.062
H: -0.21949 -1.95752 -1.81207  0.064
H: -1.70304 -2.56949 -1.01921  0.055
H: -0.11845 -3.30055 -0.73782  0.061


Density functional theory data (wB97M-V/def2-TZVPD) for a molecular structure, C26H46Cl2O2P2Tl.

Results
- Kohn-Sham gap (alpha / beta) (hartree) = 0.18008 / 0.17595
- F_max (eV Å⁻¹) = 5.179
- total charge = +1
- total energy (Eh) = -2943.92532

Last column: Löwdin charge in e.
CARTESIAN COORDINATES (ANGSTROEM)
Tl: 1.08542 1.10515 -0.45320  0.935
C: 0.65550 -2.29188 -2.14246  -0.140
C: 1.86093 -1.74145 -1.62794  -0.229
C: 0.93963 -3.06900 0.00673  -0.112
C: 0.10454 -3.14199 -1.14535  -0.081
C: 2.03437 -2.21972 -0.29460  -0.175
C: 0.10610 -2.04141 -3.49138  0.002
H: 0.29479 -1.00988 -3.81734  0.087
H: -0.97602 -2.21270 -3.51257  0.075
H: 0.56256 -2.70837 -4.23852  0.114
C: -1.07578 -4.00285 -1.27714  0.018
H: -1.59377 -3.81445 -2.22324  0.084
H: -1.78360 -3.82499 -0.43973  0.069
H: -0.79125 -5.06682 -1.25248  0.125
C: 0.71678 -3.79143 1.27249  0.016
H: 1.23375 -4.76532 1.27396  0.116
H: -0.35607 -3.97531 1.42854  0.095
H: 1.09226 -3.21424 2.12850  0.085
C: 3.18033 -1.91859 0.58507  -0.004
H: 4.06384 -2.51817 0.30754  0.117
H: 2.94748 -2.14967 1.63118  0.084
H: 3.48393 -0.86165 0.53393  0.064
C: 2.76896 -0.84746 -2.38489  -0.057
H: 3.24949 -1.38509 -3.21911  0.118
H: 3.56423 -0.44367 -1.74818  0.067
H: 2.22178 -0.00171 -2.83516  0.064
C: 0.11046 3.36406 -0.98289  -0.177
C: 0.70549 2.77482 -2.10709  -0.244
C: 2.06607 3.19295 -2.61510  -0.154
C: 3.35814 2.83166 -1.80437  -0.157
C: 3.24621 2.12402 -0.46766  -0.241
C: 2.63594 2.73928 0.62625  -0.187
C: 2.12626 4.15514 0.54250  -0.155
C: 0.78157 4.44924 -0.19451  -0.158
H: 2.08501 4.28553 -2.78167  0.133
H: 3.91639 3.77555 -1.67306  0.130
H: 2.17700 2.72769 -3.61371  0.122
H: 0.95971 5.33615 -0.83047  0.133
H: -0.97018 3.24054 -0.80460  0.118
H: 0.08825 2.19885 -2.81302  0.107
H: 0.05999 4.77817 0.57260  0.122
H: 1.99910 4.51819 1.57964  0.124
H: 2.74545 2.33354 1.64312  0.102
H: 2.89016 4.80893 0.08050  0.125
H: 3.97920 2.19659 -2.46022  0.118
H: 3.89334 1.23703 -0.34073  0.105
P: -2.80476 0.18750 -1.35146  0.764
C: -3.76913 -1.29509 -1.81950  -0.280
H: -4.80764 -1.00040 -2.02578  0.049
H: -3.73216 -2.03108 -0.99750  0.025
H: -3.30556 -1.74143 -2.71328  0.026
C: -3.98359 1.09165 -0.28562  -0.293
H: -4.97028 1.11491 -0.76408  0.047
H: -3.60961 2.11401 -0.13239  0.032
H: -4.03920 0.58289 0.68728  -0.011
C: -2.91334 1.17818 -2.89296  -0.325
H: -2.43659 2.15559 -2.73149  0.014
H: -3.96263 1.31184 -3.18396  0.045
H: -2.36875 0.65151 -3.68874  0.027
P: 0.10602 0.27691 3.09678  0.778
C: 1.82592 0.26050 3.74116  -0.315
H: 1.89952 0.89166 4.63724  0.046
H: 2.51225 0.63416 2.96564  -0.002
H: 2.10365 -0.77428 3.98483  0.038
C: -0.38992 1.98736 3.55053  -0.300
H: 0.30954 2.71830 3.11751  0.018
H: -0.41869 2.08996 4.64358  0.048
H: -1.39079 2.16550 3.13235  0.040
C: -0.77539 -0.68614 4.37627  -0.304
H: -0.38638 -0.44743 5.37492  0.053
H: -0.62371 -1.74755 4.13745  0.018
H: -1.84998 -0.47255 4.29465  0.014
Cl: -3.26268 -3.16639 4.13186  0.595
C: -3.99296 -2.38095 2.70934  -0.987
Cl: -4.57477 -0.73589 3.04429  0.590
C: -2.89161 -2.35213 1.58539  -0.805
O: -3.00042 -3.35980 0.84048  -0.085
O: -2.10393 -1.38145 1.54951  -0.126
H: -4.83613 -2.99510 2.36554  0.065